{
  "formula": "C21H24FN3O3",
  "method": "ωB97M-V/def2-TZVPD",
  "species": ["C", "C", "C", "C", "C", "O", "C", "N", "C", "O", "N", "C", "C", "C", "C", "C", "C", "O", "C", "C", "N", "C", "C", "C", "C", "C", "C", "F", "H", "H", "H", "H", "H", "H", "H", "H", "H", "H", "H", "H", "H", "H", "H", "H", "H", "H", "H", "H", "H", "H", "H", "H"],
  "xyz": [[0.06, 1.35, -3.10], [0.63, 1.36, -1.72], [0.60, 2.34, -0.77], [1.23, 1.84, 0.40], [1.31, 2.57, 1.66], [1.72, 3.70, 1.77], [0.77, 1.81, 2.88], [-0.38, 1.00, 2.52], [-0.42, -0.39, 2.70], [0.44, -1.05, 3.23], [-1.60, -0.80, 2.20], [-2.33, 0.25, 1.54], [-2.40, 0.10, 0.01], [-3.24, -1.09, -0.47], [-4.73, -0.87, -0.18], [-3.03, -1.27, -1.97], [-1.48, 1.47, 1.87], [-1.71, 2.62, 1.59], [1.64, 0.55, 0.12], [2.51, -0.37, 0.90], [1.28, 0.28, -1.18], [1.50, -0.95, -1.84], [2.26, -1.01, -3.00], [2.46, -2.22, -3.64], [1.92, -3.39, -3.12], [1.16, -3.34, -1.96], [0.96, -2.13, -1.34], [0.19, -2.09, -0.23], [-0.70, 2.11, -3.18], [-0.38, 0.38, -3.33], [0.83, 1.55, -3.85], [0.14, 3.31, -0.86], [1.53, 1.13, 3.27], [0.50, 2.54, 3.65], [-1.80, -1.78, 2.06], [-3.34, 0.36, 1.96], [-2.79, 1.03, -0.40], [-1.38, -0.02, -0.35], [-2.91, -2.00, 0.04], [-4.92, -0.82, 0.89], [-5.31, -1.70, -0.57], [-5.08, 0.05, -0.64], [-1.98, -1.49, -2.18], [-3.31, -0.37, -2.51], [-3.63, -2.10, -2.34], [1.93, -1.05, 1.53], [3.13, -0.97, 0.23], [3.17, 0.21, 1.54], [2.69, -0.10, -3.39], [3.05, -2.26, -4.54], [2.08, -4.33, -3.62], [0.72, -4.23, -1.54]],
  "nbo_charge": [-0.644, 0.137, -0.245, -0.249, 0.591, -0.511, -0.327, -0.477, 0.806, -0.628, -0.622, -0.130, -0.403, -0.214, -0.608, -0.597, 0.714, -0.574, 0.206, -0.674, -0.367, 0.054, -0.138, -0.236, -0.190, -0.265, 0.391, -0.324, 0.235, 0.219, 0.216, 0.238, 0.258, 0.236, 0.417, 0.218, 0.226, 0.222, 0.184, 0.203, 0.212, 0.207, 0.205, 0.205, 0.210, 0.256, 0.224, 0.230, 0.221, 0.222, 0.222, 0.234],
  "homo_energy_ev": -8.106,
  "orbital_gap_ev": 8.69,
  "spin_multiplicity": 1,
  "largest_force_ev_per_a": 0.777
}

=====

{
  "formula": "C21H24N10O4PdSe2",
  "method": "ωB97M-V/def2-TZVPD",
  "species": ["Pd", "N", "C", "N", "N", "N", "N", "C", "N", "N", "N", "N", "H", "O", "C", "C", "C", "O", "C", "Se", "C", "Se", "H", "H", "H", "H", "H", "H", "H", "H", "H", "H", "C", "O", "C", "C", "C", "C", "C", "C", "N", "C", "C", "C", "C", "C", "C", "C", "O", "H", "H", "H", "H", "H", "H", "H", "H", "H", "H", "H", "H", "H"],
  "xyz": [[0.54, 2.07, -0.51], [2.71, 0.76, 1.94], [3.27, 1.42, 0.87], [4.58, 1.54, 0.69], [4.68, 2.21, -0.48], [3.52, 2.48, -0.95], [2.59, 1.99, -0.11], [1.38, 0.85, 2.30], [0.93, 0.41, 3.47], [-0.40, 0.64, 3.39], [-0.71, 1.17, 2.26], [0.41, 1.32, 1.53], [3.34, 0.46, 2.66], [-1.90, 4.90, 2.14], [-2.35, 4.02, 1.11], [-2.31, 4.68, -0.27], [-3.36, 5.80, -0.32], [-3.13, 6.83, 0.61], [-2.71, 3.65, -1.33], [-1.55, 2.10, -1.66], [-0.94, 5.28, -0.61], [0.65, 4.39, 0.09], [-0.93, 4.83, 2.11], [-3.39, 3.77, 1.36], [-1.77, 3.08, 1.14], [-4.35, 5.35, -0.15], [-3.36, 6.26, -1.31], [-2.71, 6.41, 1.38], [-2.82, 4.17, -2.29], [-3.68, 3.22, -1.07], [-0.87, 6.29, -0.19], [-0.84, 5.35, -1.70], [-2.01, -3.09, -1.12], [-0.89, -3.90, -1.48], [-0.57, -4.88, -0.57], [-0.75, -6.20, -0.96], [-0.48, -7.26, -0.10], [-0.03, -6.97, 1.18], [0.18, -5.67, 1.57], [-0.05, -4.59, 0.71], [0.18, -3.31, 1.16], [0.41, -2.14, 0.44], [1.33, -2.02, -0.61], [2.27, -3.01, -0.95], [3.26, -2.76, -1.88], [3.34, -1.50, -2.48], [2.41, -0.51, -2.19], [1.37, -0.76, -1.30], [0.40, 0.08, -1.06], [-2.93, -3.67, -1.23], [-2.00, -2.24, -1.80], [-1.92, -2.72, -0.10], [-1.13, -6.37, -1.96], [-0.62, -8.28, -0.43], [0.19, -7.77, 1.88], [0.58, -5.45, 2.55], [0.14, -3.20, 2.17], [-0.08, -1.25, 0.82], [2.24, -3.97, -0.45], [4.00, -3.52, -2.12], [4.15, -1.27, -3.17], [2.48, 0.47, -2.64]],
  "lowdin_charge": [0.577, 0.139, -0.488, 0.009, -0.121, -0.084, -0.137, -0.495, 0.002, -0.125, -0.074, -0.065, 0.127, -0.110, -0.246, -0.591, -0.241, -0.082, -0.562, 0.629, -0.548, 0.641, 0.027, 0.132, 0.055, 0.118, 0.121, 0.061, 0.051, 0.054, 0.056, 0.060, -0.062, -0.106, -0.241, -0.025, -0.126, -0.127, -0.042, -0.208, 0.059, -0.066, -0.160, -0.050, -0.131, -0.116, -0.045, -0.377, -0.330, 0.086, 0.098, 0.084, 0.112, 0.083, 0.088, 0.105, 0.142, 0.106, 0.099, 0.079, 0.086, 0.096],
  "s_squared": 2.04,
  "homo_energy_ev": [-0.888, -2.504],
  "orbital_gap_ev": [5.23, 6.72],
  "spin_multiplicity": 3,
  "charge": -2,
  "largest_force_ev_per_a": 0.425
}

=====

{
  "formula": "C21H24N2O4S",
  "method": "ωB97M-V/def2-TZVPD",
  "species": ["C", "C", "C", "N", "C", "C", "C", "C", "C", "C", "S", "O", "O", "C", "C", "C", "C", "C", "C", "O", "N", "C", "C", "C", "C", "C", "O", "C", "H", "H", "H", "H", "H", "H", "H", "H", "H", "H", "H", "H", "H", "H", "H", "H", "H", "H", "H", "H", "H", "H", "H", "H"],
  "xyz": [[0.89, 2.41, 1.12], [-0.42, 2.51, 0.95], [-1.38, 1.42, 1.29], [-2.42, 1.30, 0.28], [-3.62, 0.66, 0.63], [-4.78, 1.05, -0.03], [-5.99, 0.43, 0.27], [-6.05, -0.56, 1.23], [-4.89, -0.94, 1.90], [-3.68, -0.34, 1.60], [-1.84, 0.91, -1.25], [-0.81, 1.83, -1.60], [-2.96, 0.77, -2.14], [-1.10, -0.70, -0.97], [-1.88, -1.83, -0.94], [-1.29, -3.04, -0.60], [0.06, -3.09, -0.29], [0.85, -1.94, -0.34], [2.29, -2.04, 0.04], [2.69, -2.87, 0.83], [3.10, -1.15, -0.58], [4.49, -1.00, -0.25], [4.75, 0.18, 0.72], [4.50, 1.54, 0.07], [5.85, 1.82, -0.60], [6.84, 1.08, 0.31], [6.09, 0.20, 1.13], [0.25, -0.73, -0.68], [1.55, 3.23, 0.89], [1.35, 1.51, 1.49], [-0.87, 3.42, 0.58], [-1.89, 1.69, 2.23], [-0.84, 0.48, 1.45], [-4.72, 1.82, -0.78], [-6.88, 0.74, -0.25], [-6.99, -1.03, 1.47], [-4.93, -1.71, 2.65], [-2.79, -0.66, 2.11], [-2.93, -1.76, -1.18], [-1.88, -3.94, -0.56], [0.53, -4.02, 0.00], [2.70, -0.49, -1.22], [4.81, -1.92, 0.25], [5.08, -0.87, -1.16], [4.13, 0.02, 1.62], [4.31, 2.28, 0.84], [3.67, 1.54, -0.63], [5.87, 1.40, -1.61], [6.07, 2.88, -0.67], [7.37, 1.77, 0.97], [7.58, 0.51, -0.26], [0.79, 0.21, -0.70]],
  "nbo_charge": [-0.412, -0.143, -0.283, -0.694, 0.206, -0.217, -0.202, -0.213, -0.206, -0.269, 2.327, -0.927, -0.925, -0.364, -0.168, -0.212, -0.140, -0.152, 0.662, -0.612, -0.611, -0.255, 0.095, -0.431, -0.440, -0.073, -0.521, -0.145, 0.205, 0.187, 0.214, 0.235, 0.195, 0.237, 0.218, 0.216, 0.216, 0.220, 0.244, 0.225, 0.240, 0.398, 0.245, 0.193, 0.193, 0.215, 0.208, 0.202, 0.222, 0.178, 0.177, 0.236],
  "homo_energy_ev": -9.061,
  "orbital_gap_ev": 9.39,
  "spin_multiplicity": 1,
  "largest_force_ev_per_a": 1.021
}

=====

{
  "formula": "C21H24N2O6S",
  "method": "ωB97M-V/def2-TZVPD",
  "species": ["C", "C", "C", "N", "C", "C", "C", "C", "C", "C", "S", "O", "O", "C", "C", "C", "C", "C", "C", "O", "O", "C", "C", "O", "N", "C", "C", "O", "C", "C", "H", "H", "H", "H", "H", "H", "H", "H", "H", "H", "H", "H", "H", "H", "H", "H", "H", "H", "H", "H", "H", "H", "H", "H"],
  "xyz": [[-3.85, -3.28, 0.84], [-2.80, -3.05, 1.61], [-2.07, -1.75, 1.72], [-2.48, -0.81, 0.70], [-2.63, 0.55, 0.95], [-1.99, 1.21, 2.01], [-2.16, 2.57, 2.18], [-2.94, 3.30, 1.31], [-3.56, 2.66, 0.25], [-3.42, 1.30, 0.07], [-2.08, -1.21, -0.88], [-3.25, -1.22, -1.71], [-1.27, -2.39, -0.84], [-1.04, 0.18, -1.37], [-1.33, 0.93, -2.49], [-0.48, 1.97, -2.84], [0.63, 2.25, -2.07], [0.90, 1.49, -0.93], [2.13, 1.72, -0.14], [3.14, 2.21, -0.58], [1.99, 1.29, 1.11], [3.15, 1.21, 1.93], [3.83, -0.13, 1.59], [3.68, -1.12, 2.27], [4.56, -0.08, 0.46], [4.91, -1.28, -0.26], [3.97, -1.45, -1.47], [2.60, -1.40, -1.14], [2.12, -2.55, -0.46], [0.05, 0.44, -0.59], [-4.32, -4.24, 0.81], [-4.25, -2.52, 0.19], [-2.40, -3.83, 2.25], [-0.99, -1.95, 1.67], [-2.29, -1.31, 2.70], [-1.36, 0.66, 2.69], [-1.66, 3.06, 3.01], [-3.05, 4.37, 1.44], [-4.18, 3.22, -0.44], [-3.91, 0.79, -0.74], [-2.20, 0.68, -3.08], [-0.69, 2.57, -3.72], [1.30, 3.05, -2.33], [3.82, 2.06, 1.74], [2.80, 1.20, 2.96], [4.54, 0.78, -0.08], [4.81, -2.11, 0.43], [5.94, -1.22, -0.61], [4.11, -0.61, -2.16], [4.21, -2.39, -1.99], [2.49, -3.46, -0.93], [2.41, -2.55, 0.59], [1.03, -2.52, -0.55], [0.27, -0.17, 0.27]],
  "nbo_charge": [-0.388, -0.181, -0.258, -0.709, 0.237, -0.271, -0.193, -0.233, -0.178, -0.277, 2.329, -0.934, -0.933, -0.332, -0.153, -0.218, -0.152, -0.092, 0.792, -0.622, -0.492, -0.165, 0.653, -0.619, -0.615, -0.263, -0.066, -0.553, -0.276, -0.151, 0.205, 0.207, 0.204, 0.210, 0.228, 0.217, 0.215, 0.215, 0.215, 0.242, 0.243, 0.224, 0.232, 0.210, 0.220, 0.420, 0.233, 0.203, 0.186, 0.172, 0.166, 0.185, 0.218, 0.243],
  "homo_energy_ev": -8.744,
  "orbital_gap_ev": 8.86,
  "spin_multiplicity": 1,
  "largest_force_ev_per_a": 1.090
}